(1)
A single C4H9N3O3S molecule. Source: the Open Molecules 2025 dataset; level of theory: ωB97M-V/def2-TZVPD.

Results
* 2S+1: 1
* F_max: 4.0 eV/A
* E: -945.80253 Ha
* SMILES string: CS(=O)(=O)O/N=N\NC1CC1
* relative energy (zero: lowest compared OMol25 entry of this formula, charge and spin): 1.104 eV
* orbital gap: 0.3926 Eh

Last column: natural (NBO) charge in e.
Element x y z (Å)
H -1.751 1.897 0.466  0.228
O 2.455 1.807 0.064  -0.926
O 0.869 -0.016 -0.019  -0.668
C 3.167 -0.356 1.410  -0.863
H -3.854 0.100 -0.644  0.218
C -1.527 0.173 -0.755  -0.102
H 3.403 -1.295 1.055  0.249
C -2.049 0.915 0.404  -0.400
C -2.946 0.720 -0.836  -0.440
N -0.506 -2.005 -0.222  0.051
N 0.622 -1.547 0.036  0.048
N -1.495 -1.244 -0.696  -0.429
H -2.131 -1.757 -1.309  0.406
H -3.211 1.573 -1.452  0.225
H 2.524 -0.197 2.355  0.263
O 3.080 -0.167 -1.248  -0.918
H -0.824 0.648 -1.456  0.235
H -2.332 0.202 1.339  0.230
H 4.052 0.178 1.569  0.250
S 2.456 0.370 -0.063  2.344

***

(2)
A single C4H9N3S molecule. Source: the Open Molecules 2025 dataset; level of theory: ωB97M-V/def2-TZVPD.

Results
* 2S+1: 1
* F_max: 3.4 eV/A
* E: -720.26478 Ha
* SMILES string: [H]/N=C(/N)C(=S)NCC
* relative energy (zero: lowest compared OMol25 entry of this formula, charge and spin): 0.233 eV
* orbital gap: 0.3276 Eh

Last column: natural (NBO) charge in e.
Element x y z (Å)
H -2.179 1.459 -0.115  0.340
H -2.002 -2.432 -0.136  0.414
N -2.528 -1.654 0.169  -0.789
H -0.272 1.053 0.850  0.408
C -2.056 -0.429 -0.034  0.415
C 2.499 0.227 0.504  -0.634
H 2.543 -0.839 0.197  0.232
S -0.011 -1.376 -1.730  -0.180
C 1.464 1.046 -0.237  -0.237
N 0.122 0.603 0.055  -0.559
H 1.670 0.905 -1.319  0.228
N -2.651 0.676 0.194  -0.740
H 2.347 0.296 1.590  0.204
H 3.557 0.442 0.276  0.224
H -3.520 -1.753 0.318  0.405
H 1.551 2.129 -0.029  0.205
C -0.532 -0.352 -0.551  0.064

***

(3)
A single C4H9N3S molecule. Source: the Open Molecules 2025 dataset; level of theory: ωB97M-V/def2-TZVPD.

Results
* 2S+1: 1
* F_max: 6.5 eV/A
* E: -720.14571 Ha
* SMILES string: CCC(=S)N/N=C\N
* relative energy (zero: lowest compared OMol25 entry of this formula, charge and spin): 3.473 eV
* orbital gap: 0.3369 Eh

Last column: natural (NBO) charge in e.
Element x y z (Å)
H -1.777 -0.676 1.401  0.203
C -2.410 -0.157 0.618  -0.612
C -0.245 0.498 -0.592  0.050
H 2.818 1.181 1.603  0.384
N 0.738 -0.513 -0.739  -0.479
C -1.616 -0.216 -0.665  -0.479
H -2.907 0.865 1.031  0.233
C 2.773 0.161 -0.221  0.285
H -1.595 -1.409 -0.843  0.196
N 2.405 0.144 1.115  -0.828
H -2.337 0.153 -1.396  0.243
H 1.328 0.173 1.213  0.405
H 3.905 0.282 -0.533  0.200
H 0.233 -1.451 -1.073  0.412
S 0.024 2.096 -0.435  -0.100
H -3.408 -0.810 0.589  0.216
N 2.072 -0.319 -1.075  -0.328

***

(4)
A single C4H9N3S molecule. Source: the Open Molecules 2025 dataset; level of theory: ωB97M-V/def2-TZVPD.

Results
* 2S+1: 1
* F_max: 2.1 eV/A
* E: -720.18875 Ha
* SMILES string: [H]/N=C(/CCS)NN=C
* relative energy (zero: lowest compared OMol25 entry of this formula, charge and spin): 2.302 eV
* orbital gap: 0.3556 Eh

Last column: natural (NBO) charge in e.
Element x y z (Å)
N 1.258 -1.508 -1.118  -0.692
H -2.247 -0.987 1.555  0.176
C -1.379 -1.134 2.281  -0.072
H -1.482 -0.626 3.241  0.185
C 0.459 -1.179 -0.187  0.454
H 1.344 -2.524 -1.212  0.339
H -1.145 0.188 -0.100  0.233
C -0.042 0.216 0.003  -0.496
H 0.182 -3.078 0.648  0.376
S -0.133 2.834 -1.234  -0.024
C 0.522 1.151 -1.097  -0.536
H 0.245 0.588 1.004  0.232
N -0.135 -2.116 0.712  -0.523
H 0.340 0.739 -2.129  0.243
H 0.382 3.311 -0.080  0.113
H 1.641 1.083 -1.091  0.236
N -0.336 -1.856 2.107  -0.245

***

(5)
A single C4H9N3S molecule. Source: the Open Molecules 2025 dataset; level of theory: ωB97M-V/def2-TZVPD.

Results
* 2S+1: 1
* F_max: 4.6 eV/A
* E: -720.17956 Ha
* SMILES string: NCC1=NCCSN1
* relative energy (zero: lowest compared OMol25 entry of this formula, charge and spin): 2.552 eV
* orbital gap: 0.3321 Eh

Last column: natural (NBO) charge in e.
Element x y z (Å)
H 0.559 -2.094 0.389  0.447
C -2.223 -0.096 0.502  -0.557
H -1.875 -0.179 1.606  0.225
C -1.834 1.101 -0.167  -0.250
S -1.629 -1.573 -0.487  0.371
H 2.080 0.307 -1.594  0.220
H -1.839 2.053 0.614  0.201
C 0.367 -0.028 -0.344  0.419
H -2.567 1.490 -0.951  0.211
H 2.608 -0.567 1.295  0.383
C 1.933 0.274 -0.478  -0.266
N 2.671 -0.709 0.230  -0.885
N 0.035 -1.308 -0.148  -0.789
H 1.955 1.433 -0.186  0.198
H 3.500 -1.076 -0.196  0.391
N -0.428 0.998 -0.523  -0.551
H -3.314 -0.025 0.439  0.231

***

(6)
A single C4H9N3S molecule. Source: the Open Molecules 2025 dataset; level of theory: ωB97M-V/def2-TZVPD.

Results
* 2S+1: 1
* F_max: 1.9 eV/A
* E: -720.23850 Ha
* SMILES string: [H]/N=C(/N)N[C@H]1C[C@@H]1S
* relative energy (zero: lowest compared OMol25 entry of this formula, charge and spin): 0.948 eV
* orbital gap: 0.3675 Eh

Last column: natural (NBO) charge in e.
Element x y z (Å)
N 0.899 0.496 0.313  -0.650
H -1.152 2.079 -0.876  0.225
H -3.760 -0.374 -0.498  0.124
C 1.661 -0.686 0.039  0.578
H 0.318 -1.959 0.558  0.347
H -1.033 -0.409 -1.363  0.235
S -2.830 -1.163 0.053  -0.007
H -0.670 0.231 1.638  0.215
N 1.267 -1.898 0.116  -0.754
H -2.233 1.785 0.560  0.228
C -1.464 -0.100 -0.403  -0.392
N 2.952 -0.312 -0.290  -0.833
H 3.253 0.442 0.294  0.384
H 1.176 1.164 -0.414  0.384
C -1.452 1.396 -0.086  -0.417
H 3.553 -1.129 -0.236  0.396
C -0.484 0.436 0.596  -0.063

***

(7)
An isolated ion of composition C4H9N4 and charge +1. Source: the Open Molecules 2025 dataset; level of theory: ωB97M-V/def2-TZVPD.

Results
* 2S+1: 1
* F_max: 3.8 eV/A
* E: -376.45456 Ha
* total charge: +1
* relative energy (zero: lowest compared OMol25 entry of this formula, charge and spin): 4.148 eV
* orbital gap: 0.2929 Eh

Last column: natural (NBO) charge in e.
Element x y z (Å)
C 3.267 0.694 -0.024  -0.718
H -0.214 1.311 -0.634  0.393
H -1.335 -2.399 -0.378  0.244
H -3.138 0.628 0.738  0.428
N -0.617 0.972 0.214  -0.823
H 3.255 1.456 -0.719  0.261
N 1.354 -1.009 0.099  -0.011
H -1.064 1.699 0.764  0.390
H 4.182 0.056 -0.297  0.284
N 0.477 -1.896 0.058  -0.370
C -0.849 -1.479 -0.160  -0.033
C 2.159 -0.189 -0.104  0.379
H -3.397 -0.889 0.212  0.437
H -3.276 0.191 -0.853  0.424
H 3.397 1.096 1.014  0.268
N -2.896 -0.031 0.024  -0.701
C -1.304 -0.209 0.047  0.150

***

(8)
An isolated ion of composition C4H9N4 and charge +1. Source: the Open Molecules 2025 dataset; level of theory: ωB97M-V/def2-TZVPD.

Results
* 2S+1: 3
* F_max: 9.9 eV/A
* E: -376.41292 Ha
* <S²>: 2.012
* total charge: +1
* relative energy (zero: lowest compared OMol25 entry of this formula, charge and spin): 1.708 eV
* orbital gap (spin up / spin down): 0.1965 / 0.3319 Eh

Last column: natural (NBO) charge in e.
Element x y z (Å)
H 0.129 -2.396 -0.931  0.241
H 3.004 -0.120 0.485  0.238
C 0.111 1.646 -0.094  0.246
N -1.422 -1.186 0.137  -0.590
C 1.952 0.035 0.165  0.172
N -1.235 1.183 0.136  -0.584
C -0.046 -1.318 -0.496  -0.100
H 0.049 2.604 -0.581  0.221
N 1.124 -1.108 0.287  -0.605
H 1.539 -1.891 0.782  0.417
H -1.845 2.116 0.183  0.454
H 0.096 -0.628 -1.365  0.208
C -1.977 0.067 0.250  0.111
H 2.037 1.989 0.085  0.454
N 1.387 1.137 0.046  -0.552
H -1.886 -2.063 0.433  0.435
H -3.015 -0.069 0.477  0.235

***

(9)
An isolated ion of composition C4H9N4O and charge +1. Source: the Open Molecules 2025 dataset; level of theory: ωB97M-V/def2-TZVPD.

Results
* 2S+1: 3
* F_max: 4.1 eV/A
* E: -451.71855 Ha
* <S²>: 2.007
* total charge: +1
* relative energy (zero: lowest compared OMol25 entry of this formula, charge and spin): 0.000 eV
* orbital gap (spin up / spin down): 0.2759 / 0.3587 Eh

Last column: natural (NBO) charge in e.
Element x y z (Å)
N 0.919 -1.081 1.791  -0.707
H -0.352 1.252 -2.384  0.420
C -0.801 -0.250 -1.259  0.682
H 0.709 -1.780 2.467  0.439
H 0.501 1.217 -0.744  0.466
C -0.121 -0.239 1.142  0.401
N -0.134 0.866 -1.536  -0.751
N -1.533 -0.884 -2.182  -0.771
C 2.179 -0.797 1.522  0.649
H 1.439 1.214 0.846  0.298
N -0.742 -0.721 0.030  -0.610
H -0.317 1.927 0.749  0.245
H 0.513 1.505 2.198  0.286
H -2.339 -1.480 -1.965  0.434
O 2.737 0.115 1.075  -0.525
C 0.361 1.182 1.161  -0.818
H -1.460 -1.435 0.263  0.427
H -1.560 -0.611 -3.173  0.436

***

(10)
An isolated ion of composition C4H9N4O3S and charge +1. Source: the Open Molecules 2025 dataset; level of theory: ωB97M-V/def2-TZVPD.

Results
* 2S+1: 1
* F_max: 4.3 eV/A
* E: -1000.22622 Ha
* total charge: +1
* relative energy (zero: lowest compared OMol25 entry of this formula, charge and spin): 5.593 eV
* orbital gap (spin up / spin down): 0.2466 / 0.2462 Eh

Last column: natural (NBO) charge in e.
Element x y z (Å)
C 0.899 1.357 0.489  -0.076
N -0.549 -0.960 0.600  -0.891
H 0.821 -3.627 -0.180  0.384
O -1.921 1.068 0.965  -0.905
C 0.248 -1.717 -0.263  0.218
H -3.615 -0.061 -0.552  0.533
H -0.166 1.415 -1.314  0.524
H 2.562 0.802 -0.717  0.214
H 0.320 0.965 2.674  0.264
H -0.261 2.873 -0.075  0.431
H 0.118 -2.035 -1.346  0.248
N 0.537 2.364 -0.437  -0.799
C 1.787 0.283 -0.355  0.132
N 1.552 -0.890 -0.574  -0.264
O -0.965 0.533 -1.369  -0.955
N 0.457 -2.942 0.434  -0.794
S -1.577 0.034 0.060  2.471
H 0.872 -2.883 1.337  0.385
C 0.405 1.134 1.638  0.287
O -2.880 -0.666 -0.481  -0.837
H 1.357 2.953 -0.534  0.430

***

(11)
A single C4H9N5 molecule. Source: the Open Molecules 2025 dataset; level of theory: ωB97M-V/def2-TZVPD.

Results
* 2S+1: 1
* F_max: 3.3 eV/A
* E: -431.45994 Ha
* SMILES string: CN/N=C(/C#N)NNC
* relative energy (zero: lowest compared OMol25 entry of this formula, charge and spin): 4.009 eV
* orbital gap: 0.3435 Eh

Last column: natural (NBO) charge in e.
Element x y z (Å)
H -1.067 1.295 -0.466  0.375
N 0.733 -2.119 -1.854  -0.309
H 1.434 2.928 2.449  0.214
N -0.970 0.362 -0.202  -0.498
H -0.051 1.377 1.459  0.375
C 0.427 -0.026 -0.315  0.183
H -3.014 -2.251 -0.577  0.217
H -1.784 -0.860 -1.745  0.357
C -2.472 -1.506 0.128  -0.434
N -2.022 -0.442 -0.795  -0.469
C 1.972 2.133 1.984  -0.412
N 0.978 1.544 1.129  -0.437
H -3.172 -0.910 0.920  0.193
H -1.703 -2.013 0.859  0.195
N 1.340 0.592 0.294  -0.192
H 2.436 1.314 2.543  0.194
C 0.685 -1.097 -1.277  0.238
H 2.836 2.531 1.442  0.210

***

(12)
A 2-piece molecular cluster, C4H9N5O2 overall. Source: the Open Molecules 2025 dataset; level of theory: ωB97M-V/def2-TZVPD.

Results
* 2S+1: 1
* F_max: 5.5 eV/A
* E: -581.86152 Ha
* relative energy (zero: lowest compared OMol25 entry of this formula, charge and spin): 7.126 eV
* orbital gap: 0.2954 Eh

Last column: natural (NBO) charge in e.
Element x y z (Å)
H -2.991 -1.177 -0.977  0.175
H 1.604 -0.745 0.778  0.420
H -2.701 -2.994 -1.293  0.201
C -0.036 1.300 1.427  -0.420
N 2.115 -0.470 0.017  -0.785
C -0.707 -0.057 -0.412  0.193
N -0.658 -1.211 0.263  0.152
H 0.614 2.256 1.516  0.199
N 0.240 2.042 -0.944  -0.686
O -0.045 -1.360 1.354  -0.600
H 1.179 2.442 -0.847  0.379
N -0.206 1.151 0.015  -0.235
H -0.958 1.563 1.867  0.189
H -1.173 -0.198 -1.290  0.178
N -1.399 -2.290 -0.182  -0.203
H 0.269 0.402 1.800  0.248
C 3.294 -0.552 -0.128  0.852
O 4.364 -0.539 -0.560  -0.520
H -0.346 2.498 -1.569  0.371
C -2.460 -2.059 -0.833  -0.109

***

(13)
An isolated ion of composition C4H9N6 and charge +1. Source: the Open Molecules 2025 dataset; level of theory: ωB97M-V/def2-TZVPD.

Results
* 2S+1: 1
* F_max: 4.8 eV/A
* E: -485.91074 Ha
* SMILES string: NN1C=C(/N=C\N=[NH2+])NC1
* total charge: +1
* relative energy (zero: lowest compared OMol25 entry of this formula, charge and spin): 3.830 eV
* orbital gap (spin up / spin down): 0.2530 / 0.2530 Eh

Last column: natural (NBO) charge in e.
Element x y z (Å)
C -0.397 -0.750 1.003  -0.074
N 2.625 -0.973 -1.239  -0.443
H -2.417 0.559 2.799  0.363
H -2.246 1.782 -0.199  0.248
C -0.368 0.951 -0.570  0.125
C -1.552 1.083 -0.030  0.047
H -3.177 -0.650 1.942  0.370
H 1.722 0.678 -2.934  0.225
C 1.106 0.509 -2.098  0.135
H 3.360 -0.226 -1.196  0.382
N -2.619 0.191 1.964  -0.615
N -1.600 0.212 1.087  -0.249
N 0.528 0.068 0.166  -0.453
H -0.577 -1.764 0.614  0.211
N 1.443 -0.593 -1.385  -0.007
H 0.095 -1.024 2.059  0.222
H 1.161 0.603 0.836  0.406
N 0.119 1.259 -1.822  -0.304
H 2.792 -1.916 -0.998  0.413

***

(14)
A single C4H9NO molecule. Source: the Open Molecules 2025 dataset; level of theory: ωB97M-V/def2-TZVPD.

Results
* 2S+1: 1
* F_max: 0.3 eV/A
* E: -287.77241 Ha
* SMILES string: C/C=C(\N)OC
* relative energy (zero: lowest compared OMol25 entry of this formula, charge and spin): 1.634 eV
* orbital gap: 0.3231 Eh

Last column: natural (NBO) charge in e.
Element x y z (Å)
H -1.241 -2.477 0.405  0.218
C -0.429 -0.626 -0.245  -0.415
H -0.910 3.165 -0.035  0.193
O 0.355 1.628 -0.353  -0.511
N 1.912 0.016 -0.195  -0.829
C -0.918 2.079 0.070  -0.247
C 0.558 0.283 -0.245  0.488
C -0.268 -2.072 0.112  -0.636
H -1.102 1.792 1.116  0.182
H 0.399 -2.194 0.975  0.202
H 2.495 0.681 0.289  0.389
H -1.417 -0.294 -0.533  0.204
H -1.727 1.673 -0.549  0.173
H 0.112 -2.705 -0.701  0.201
H 2.181 -0.950 -0.112  0.387

***

(15)
A 2-piece molecular cluster, C4H9NO overall. Source: the Open Molecules 2025 dataset; level of theory: ωB97M-V/def2-TZVPD.

Results
* 2S+1: 1
* F_max: 0.7 eV/A
* E: -287.72424 Ha
* SMILES string: C=CO.C=NC
* relative energy (zero: lowest compared OMol25 entry of this formula, charge and spin): 2.944 eV
* orbital gap: 0.3709 Eh

Last column: natural (NBO) charge in e.
Element x y z (Å)
C 2.995 0.410 1.426  0.128
H -4.317 -0.292 -0.386  0.211
H 3.526 -1.474 2.107  0.208
H -3.256 -1.729 -0.480  0.206
H -3.536 -0.794 -1.912  0.168
C -1.627 0.710 -1.266  -0.064
N -2.360 0.171 -0.400  -0.384
H 3.118 0.945 2.364  0.166
H -1.603 0.370 -2.305  0.138
O 2.655 1.247 0.384  -0.698
H -0.914 1.457 -0.932  0.168
C 3.337 -0.851 1.247  -0.489
H 3.435 -1.311 0.270  0.209
H 1.974 1.854 0.718  0.478
C -3.428 -0.713 -0.834  -0.445